1.
Here is a molecular structure, C21H34ClF3LaN3O4 at a distorted geometry from OMol25. Energies are from wB97M-V/def2-TZVPD.

relative energy (zero: lowest compared OMol25 entry of this formula, charge and spin): 0.000 eV
Kohn-Sham gap: 7.988 eV
largest force on an atom: 2.04 eV Å⁻¹

```
! RIJCOSX wB97M-V def2-TZVPD def2/J DEFGRID3
* xyz 0 1
O 0.597 -1.406 -0.321
C 1.971 -1.329 -0.414
C 2.549 -1.997 0.838
C 1.786 -2.092 2.008
H 0.768 -1.682 2.055
C 2.340 -2.733 3.118
H 1.749 -2.798 4.038
C 3.629 -3.266 3.023
H 4.071 -3.761 3.881
C 4.368 -3.177 1.834
H 5.366 -3.588 1.737
C 3.815 -2.552 0.723
H 4.321 -2.411 -0.243
H 2.220 -1.887 -1.339
C 2.304 0.620 -2.039
C 2.610 0.081 -0.664
H 3.004 1.403 -2.345
H 1.303 1.100 -2.111
H 2.261 -0.198 -2.765
C 3.233 0.767 0.344
C 3.751 2.164 0.283
H 3.281 0.323 1.332
H 4.828 2.194 0.483
H 3.317 2.825 1.055
H 3.593 2.651 -0.696
La -0.568 0.472 0.176
Cl 1.019 2.760 0.052
C -1.843 3.130 0.612
O -2.175 2.174 -0.120
N -2.628 4.139 0.749
C -3.732 4.216 -0.205
C -2.532 5.082 1.861
H -0.828 3.176 1.129
H -3.694 3.354 -0.885
H -3.615 5.141 -0.770
H -4.678 4.233 0.335
H -1.753 4.689 2.531
H -3.506 5.123 2.354
H -2.237 6.045 1.440
H -1.858 -4.628 1.818
H -3.666 -2.756 2.662
C -1.244 -3.734 1.649
C -2.947 -2.008 2.303
N -2.091 -2.602 1.266
H -0.525 -3.898 0.840
C -2.136 -2.142 0.008
O -2.575 -1.003 -0.268
H -3.476 -1.136 1.900
H -1.693 -2.802 -0.776
H -0.715 -3.474 2.577
H -2.316 -1.702 3.147
H -1.936 1.253 -5.231
H -2.256 -1.471 -5.532
C -0.941 0.920 -4.913
C -1.295 -1.576 -5.015
N -1.029 -0.372 -4.226
H -0.515 1.666 -4.232
C -0.865 -0.391 -2.926
O -0.772 0.644 -2.242
H -1.328 -2.412 -4.301
H -0.790 -1.402 -2.450
H -0.307 0.794 -5.795
H -0.477 -1.708 -5.731
F -1.852 1.138 3.073
C -0.597 0.652 2.688
F 0.312 1.610 3.114
F -0.375 -0.445 3.516
*
```

In elementary charge units, the Mulliken charges are:
1. O -0.4225
2. C 0.5198
3. C -0.9135
4. C 0.9351
5. H 0.0768
6. C -1.0956
7. H 0.4405
8. C -0.5649
9. H 0.3897
10. C -0.7211
11. H 0.4025
12. C -0.1069
13. H 0.3874
14. H 0.4582
15. C -1.2689
16. C 0.2557
17. H 0.4237
18. H 0.0439
19. H 0.3817
20. C 0.2726
21. C -1.6601
22. H 0.3138
23. H 0.4057
24. H 0.3106
25. H 0.3376
26. La 2.4417
27. Cl -0.5641
28. C 0.2884
29. O -0.8351
30. N 0.3045
31. C -0.9009
32. C -0.9743
33. H 0.1430
34. H 0.2186
35. H 0.3301
36. H 0.3341
37. H 0.2959
38. H 0.3045
39. H 0.3463
40. H 0.3298
41. H 0.3283
42. C -1.0053
43. C -0.8183
44. N 0.3478
45. H 0.3302
46. C -0.1170
47. O -0.7230
48. H 0.2516
49. H 0.4912
50. H 0.3101
51. H 0.2587
52. H 0.3207
53. H 0.3182
54. C -0.9640
55. C -0.9140
56. N 0.3436
57. H 0.2534
58. C 0.7293
59. O -1.1646
60. H 0.2589
61. H -0.2462
62. H 0.3501
63. H 0.3353
64. F -0.2949
65. C -0.1420
66. F -0.2742
67. F -0.2281

2.
Here is 4 unconnected molecules or ions with the total composition C21H34F3NO10S3 from OMol25. Energies are from wB97M-V/def2-TZVPD.

Kohn-Sham gap: 9.161 eV
largest force on an atom: 0.68 eV Å⁻¹

```
! RIJCOSX wB97M-V def2-TZVPD def2/J DEFGRID3
* xyz 0 1
N 3.592 -1.715 -3.126
C 3.654 -0.825 -1.954
C 2.838 0.413 -2.161
C 1.639 0.584 -2.739
C 0.776 -0.452 -3.394
C -0.710 -0.111 -3.557
O -1.427 -0.928 -2.627
C -2.642 -0.387 -2.167
C -2.461 0.312 -0.806
F -1.230 0.109 -0.289
F -3.355 -0.180 0.087
F -2.666 1.657 -0.852
C 1.324 2.046 -2.609
O 0.297 2.642 -2.728
O 2.476 2.697 -2.189
C 3.322 1.726 -1.685
O 4.239 1.988 -0.967
H 4.292 -1.435 -3.803
H 3.853 -2.646 -2.825
H 3.226 -1.366 -1.107
H 4.674 -0.542 -1.693
H 1.211 -0.674 -4.369
H 0.830 -1.380 -2.828
H -0.922 0.936 -3.376
H -1.036 -0.377 -4.567
H -3.346 -1.204 -2.021
H -3.067 0.333 -2.869
O 0.123 -2.475 2.968
S -1.189 -2.271 3.531
O -2.187 -3.310 3.451
C -1.005 -1.736 5.229
C -0.918 -0.215 5.132
C -1.990 0.202 4.117
C -1.859 -0.727 2.903
H -0.122 -2.207 5.654
H -1.897 -2.053 5.769
H -1.073 0.253 6.103
H 0.071 0.078 4.773
H -2.979 0.088 4.564
H -1.884 1.244 3.820
H -2.813 -0.933 2.428
H -1.159 -0.337 2.168
O -5.477 -4.959 -1.901
S -4.335 -4.255 -1.378
O -4.343 -2.814 -1.276
C -3.880 -4.961 0.201
C -2.900 -6.072 -0.158
C -1.975 -5.484 -1.233
C -2.862 -4.780 -2.268
H -4.780 -5.305 0.705
H -3.401 -4.176 0.787
H -2.344 -6.404 0.717
H -3.441 -6.931 -0.560
H -1.299 -4.759 -0.774
H -1.362 -6.251 -1.704
H -2.388 -3.901 -2.700
H -3.187 -5.454 -3.058
O 5.595 6.623 1.609
S 4.406 5.901 1.987
O 4.348 5.185 3.236
C 3.003 7.008 1.862
C 2.527 6.846 0.422
C 2.575 5.339 0.130
C 3.927 4.818 0.634
H 3.326 8.016 2.114
H 2.253 6.664 2.574
H 1.526 7.253 0.287
H 3.200 7.377 -0.253
H 1.764 4.839 0.663
H 2.448 5.126 -0.929
H 3.874 3.800 1.006
H 4.700 4.887 -0.129
*
```

In elementary charge units, the Mulliken charges are:
1. N -0.4920
2. C -0.8104
3. C 0.0251
4. C 0.8142
5. C -0.3352
6. C -0.8502
7. O -0.1603
8. C -0.6044
9. C 1.1201
10. F -0.3040
11. F -0.2831
12. F -0.3114
13. C 0.2742
14. O -0.5308
15. O -0.2691
16. C 0.1763
17. O -0.5378
18. H 0.2242
19. H 0.2306
20. H 0.2996
21. H 0.4087
22. H 0.3179
23. H 0.3786
24. H 0.5748
25. H 0.2089
26. H 0.1435
27. H 0.3722
28. O -0.6687
29. S 1.1699
30. O -0.6709
31. C -0.7561
32. C -0.5945
33. C -0.7978
34. C -0.1284
35. H 0.4071
36. H 0.3385
37. H 0.3630
38. H 0.2911
39. H 0.3286
40. H 0.3230
41. H 0.3561
42. H 0.0496
43. O -0.6864
44. S 1.0810
45. O -0.6835
46. C -0.4476
47. C -0.6723
48. C -0.6195
49. C -0.3529
50. H 0.4083
51. H 0.1349
52. H 0.3828
53. H 0.3073
54. H 0.2485
55. H 0.3600
56. H 0.1027
57. H 0.3486
58. O -0.6635
59. S 1.1781
60. O -0.6813
61. C -0.7424
62. C -0.7055
63. C -0.3788
64. C -0.6594
65. H 0.4046
66. H 0.3513
67. H 0.3635
68. H 0.3276
69. H 0.2604
70. H 0.2431
71. H 0.3358
72. H 0.3638